A cluster of 2 separate species, C4H7NO2 in total. Source: the Open Molecules 2025 dataset; level of theory: ωB97M-V/def2-TZVPD.

Output
HOMO-LUMO gap (alpha / beta) (hartree): 0.2892 / 0.2946
Energy relative to the best compared isomer or geometry (same formula, charge and spin) (eV): 8.273

Last column: Mulliken charge in e.
CARTESIAN COORDINATES (ANGSTROEM)
C: -1.7428 0.3092 0.6284  0.188
C: 1.4757 0.3260 -0.6664  -0.370
C: 1.9032 0.5843 0.7244  -0.489
C: -2.4204 -0.3763 -0.4501  -0.734
N: 0.9829 -0.4579 0.4777  0.520
O: -0.6065 0.3845 0.9833  -0.335
O: 1.1098 -1.7012 0.6629  -0.645
H: 0.7060 1.1265 -1.0911  0.166
H: 2.0391 -0.2341 -1.4100  0.293
H: 2.9415 0.2593 0.8894  0.298
H: 1.6249 1.5359 1.1871  0.235
H: -1.7830 -1.1146 -0.8479  0.300
H: -3.2608 -1.0100 0.0496  0.285
H: -2.9697 0.3683 -1.1372  0.287


The molecule C5H4S2. Source: the Open Molecules 2025 dataset; level of theory: ωB97M-V/def2-TZVPD.

Output
HOMO-LUMO gap (hartree): 0.2615
Energy relative to the best compared isomer or geometry (same formula, charge and spin) (eV): 1.047
SMILES: S=C1C=CCC1=S

Last column: Mulliken charge in e.
CARTESIAN COORDINATES (ANGSTROEM)
S: -1.4148 1.7576 -1.8469  -0.220
C: -0.7707 0.7036 -0.7780  0.254
C: -0.4011 -0.6717 -1.1006  -0.260
C: 0.5131 -1.1273 -0.2364  -0.419
C: 0.5649 -0.1674 0.9614  -0.458
C: -0.1010 1.1060 0.5217  0.110
S: -0.2248 2.3328 1.4602  -0.277
H: -0.8115 -1.2684 -1.9889  0.317
H: 1.0452 -2.0990 -0.2118  0.359
H: 1.5316 0.1156 1.3845  0.329
H: 0.0691 -0.6817 1.8348  0.267


The molecule C9H9N2O4P. Source: the Open Molecules 2025 dataset; level of theory: ωB97M-V/def2-TZVPD.

Output
HOMO-LUMO gap (hartree): 0.3060
SMILES: CP(O)N(C(=O)ON=C=O)c1ccccc1

Last column: Mulliken charge in e.
CARTESIAN COORDINATES (ANGSTROEM)
C: -2.7315 0.6591 -0.4490  -0.743
P: -1.4131 1.9580 -0.1410  -0.022
O: -0.8246 2.2930 -1.6876  -0.415
N: -0.1664 1.2371 0.8794  0.169
C: 1.0649 1.9648 0.8729  0.516
O: 1.1693 2.9262 1.5662  -0.466
O: 2.1777 1.5586 0.1214  -0.145
N: 2.3073 2.4026 -1.0252  -0.539
C: 2.3907 1.6177 -1.9910  0.858
O: 2.5628 0.8336 -2.8363  -0.379
C: 0.0143 -0.1950 0.7402  -0.165
C: 0.2127 -0.9199 1.9286  -0.231
C: 0.3988 -2.2931 1.9391  -0.529
C: 0.3985 -3.0266 0.7450  -0.437
C: 0.2369 -2.3082 -0.4394  -0.966
C: 0.0518 -0.9249 -0.4492  0.528
H: -3.6995 1.1407 -0.6442  0.357
H: -2.3887 0.0454 -1.2967  0.227
H: -2.7933 0.0738 0.4864  0.292
H: -0.3759 1.5240 -2.0710  0.282
H: 0.2194 -0.3578 2.8684  0.402
H: 0.5326 -2.7854 2.9057  0.358
H: 0.5134 -4.1127 0.7621  0.397
H: 0.2339 -2.8828 -1.3719  0.358
H: -0.0921 -0.4284 -1.4129  0.293


A structure of composition C25H19BrFIN7O6S2V. Source: the Open Molecules 2025 dataset; level of theory: ωB97M-V/def2-TZVPD.

Output
2S+1: 4
HOMO-LUMO gap (alpha / beta) (hartree): 0.2198 / 0.2748
Energy relative to the best compared isomer or geometry (same formula, charge and spin) (eV): 0.347
Charge: -1

Last column: Löwdin spin population.
CARTESIAN COORDINATES (ANGSTROEM)
V: 0.6159 -0.4060 0.4010  2.391
C: 0.4918 -1.4294 5.8849  0.000
S: -0.9218 -1.0606 4.8402  0.008
C: -0.2148 -1.2225 3.2348  0.015
S: -1.3306 -0.9810 1.9199  -0.014
N: 1.0384 -1.5298 3.1494  0.000
N: 1.4031 -1.5552 1.8027  0.045
C: 2.2234 -2.5016 1.4263  0.192
C: 2.2194 -2.7612 0.0109  0.055
C: 2.9853 -3.7557 -0.6065  0.028
C: 2.7821 -4.0291 -1.9369  0.032
C: 1.8229 -3.3042 -2.6468  0.045
C: 1.1200 -2.3241 -1.9855  0.025
N: 1.2896 -2.0574 -0.6874  0.060
H: 0.1523 -1.2935 6.9117  0.000
H: 0.8363 -2.4518 5.7440  0.000
H: 1.3168 -0.7510 5.6762  0.000
H: 2.7133 -3.1448 2.1484  0.011
H: 3.7149 -4.3006 -0.0217  0.000
H: 3.3607 -4.8019 -2.4275  0.001
H: 1.6378 -3.4822 -3.6961  0.002
H: 0.3899 -1.7101 -2.4944  0.001
Br: 2.6030 1.4281 3.0315  0.005
C: 0.9327 2.0969 2.4575  0.005
C: 0.4028 3.1906 3.1345  -0.001
C: -0.7759 3.7289 2.6651  0.004
C: -1.3545 3.2021 1.5199  -0.001
C: -0.7591 2.1154 0.9228  0.006
N: 0.3521 1.5397 1.4202  0.004
C: -1.2495 1.6076 -0.4366  0.007
O: -2.1663 2.2101 -0.9741  0.006
O: -0.5896 0.6191 -0.9284  0.029
H: 0.9211 3.5940 3.9910  0.000
H: -1.2222 4.5769 3.1691  0.000
H: -2.2409 3.6135 1.0592  0.000
I: -0.9662 -5.0142 0.7285  0.001
C: -2.3208 -3.7951 -0.3112  0.000
C: -3.6572 -4.1731 -0.3936  0.000
C: -4.5121 -3.3197 -1.0670  0.000
C: -4.0082 -2.1464 -1.6145  0.000
C: -2.6594 -1.8761 -1.4684  0.000
N: -1.8268 -2.6999 -0.8242  0.005
H: -4.0026 -5.0890 0.0631  0.000
H: -5.5638 -3.5626 -1.1541  0.000
H: -4.6456 -1.4437 -2.1328  0.000
H: -2.2216 -0.9546 -1.8386  0.000
F: -1.3963 2.6700 -4.6540  0.000
C: -0.7272 3.1573 -3.5999  0.000
C: 0.4284 2.6302 -3.2006  0.000
N: 1.1145 3.1119 -2.1005  0.000
C: 2.4135 2.5206 -1.7415  0.000
C: 2.2927 1.0030 -1.5781  0.005
O: 2.2311 0.3136 -2.5947  0.001
O: 2.2678 0.5984 -0.3639  0.024
C: 0.6121 4.1354 -1.3337  0.000
O: 1.1289 4.5499 -0.3133  0.000
N: -0.5568 4.6940 -1.8256  0.000
C: -1.3325 4.2779 -2.8992  0.000
O: -2.3642 4.8395 -3.1975  0.000
H: 0.8833 1.7720 -3.6767  0.000
H: 2.7242 3.0021 -0.8206  0.000
H: 3.1343 2.7317 -2.5348  0.000
H: -0.9700 5.3975 -1.2320  0.000


A cluster of 9 separate species, C46H82F5N3O31PSSi in total. Source: the Open Molecules 2025 dataset; level of theory: ωB97M-V/def2-TZVPD.

Output
HOMO-LUMO gap (hartree): 0.2458
Energy relative to the best compared isomer or geometry (same formula, charge and spin) (eV): 0.000
Charge: +1

Last column: Mulliken charge in e.
CARTESIAN COORDINATES (ANGSTROEM)
C: 2.7692 -3.0989 -2.1513  -1.173
Si: 3.6058 -1.7587 -3.1738  0.201
C: 4.4204 -0.4643 -2.0961  -1.075
C: 2.3328 -0.9709 -4.3274  -0.823
C: 1.2855 -0.1365 -3.5541  0.344
C: 0.7050 0.9552 -4.4261  0.318
F: 1.5603 1.9572 -4.6067  -0.342
F: 0.4796 0.4396 -5.6881  -0.322
N: -0.6331 1.5092 -4.0297  0.123
C: -1.6917 0.7463 -4.5827  -1.970
N: -2.1453 1.1858 -5.7022  0.281
C: -3.1851 0.6012 -6.5408  -0.853
C: -2.6406 -0.4294 -7.5770  -0.591
C: -3.7040 -1.4010 -7.9821  0.391
F: -3.3986 -2.7185 -8.0231  -0.331
C: -4.9685 -1.0297 -8.3479  0.285
F: -5.4194 -1.1317 -9.5830  -0.232
F: -5.8743 -0.5091 -7.5374  -0.173
N: -2.1532 -0.4201 -3.9708  1.624
C: -1.6780 -1.6885 -4.5640  -1.057
O: -2.6955 -2.4007 -5.1963  -0.318
C: -3.0204 -3.6306 -4.6003  -0.722
O: -3.7727 -3.4048 -3.4443  -0.301
C: -3.6396 -4.4383 -2.4702  -0.398
C: -4.2630 -5.7629 -2.8778  -0.468
O: -4.0888 -6.6948 -1.8290  -0.540
C: -3.5423 -0.4437 -3.4691  -0.603
C: -4.1022 0.9127 -3.0656  -0.138
O: -4.3806 1.7427 -3.8879  -0.439
O: -4.2979 1.1294 -1.7357  -0.375
P: -0.7654 1.9593 -2.3402  0.648
O: -1.3026 0.7333 -1.4993  -0.359
O: -1.9674 2.9976 -2.3494  -0.404
S: 0.8431 2.7003 -1.6388  -0.352
C: 4.9769 -2.5486 -4.1740  0.538
C: 6.2742 -2.6290 -3.6623  -0.353
C: 7.2966 -3.2240 -4.3827  -0.679
C: 7.0591 -3.7612 -5.6407  -0.432
C: 5.7826 -3.6644 -6.1773  -0.685
C: 4.7643 -3.0702 -5.4532  -0.175
H: 2.1948 -2.6504 -1.3398  0.358
H: 2.1179 -3.6800 -2.8059  0.321
H: 3.5259 -3.7639 -1.7406  0.374
H: 3.7140 0.1616 -1.5532  0.537
H: 5.0478 -1.0062 -1.3860  0.213
H: 5.1006 0.1394 -2.6964  0.360
H: 2.8845 -0.3098 -5.0014  0.535
H: 1.8553 -1.7095 -4.9731  0.347
H: 1.7996 0.2925 -2.7006  0.102
H: 0.5114 -0.8381 -3.2407  -0.323
H: -1.7184 2.0398 -6.0466  0.574
H: -3.5777 1.4339 -7.1222  0.678
H: -4.0198 0.2196 -5.9683  0.305
H: -1.7356 -0.9203 -7.2285  0.199
H: -2.3888 0.1454 -8.4691  0.568
H: -0.8684 -1.4863 -5.2648  0.453
H: -1.2421 -2.3027 -3.7695  0.569
H: -2.1276 -4.2333 -4.3918  0.528
H: -3.6137 -4.1630 -5.3450  0.462
H: -4.1607 -4.0894 -1.5778  0.386
H: -2.5926 -4.5767 -2.1817  0.323
H: -5.3292 -5.6247 -3.0780  0.273
H: -3.7963 -6.1843 -3.7671  0.372
H: -4.6108 -6.4007 -1.0730  0.294
H: -4.2463 -0.8694 -4.1844  0.588
H: -3.5780 -1.1033 -2.6068  0.728
H: -5.1280 0.7060 -1.4735  0.355
H: -1.0478 -0.1237 -1.8640  0.392
H: -1.8592 3.5693 -3.1232  0.350
H: 6.5244 -2.2234 -2.6898  0.332
H: 8.2951 -3.2812 -3.9710  0.427
H: 7.8566 -4.2461 -6.1843  0.393
H: 5.6116 -4.0648 -7.1674  0.383
H: 3.7776 -3.0255 -5.9010  0.242
C: -5.2573 -3.0203 3.0653  -0.613
O: -6.1009 -4.1337 3.3629  -0.309
C: -6.1428 -5.0707 2.4221  0.831
O: -5.5429 -5.0454 1.3741  -0.552
O: -6.9528 -6.0371 2.8316  -0.319
C: -7.0989 -7.1292 1.9186  -0.596
H: -5.3271 -2.3504 3.9166  0.237
H: -4.2254 -3.3428 2.9403  0.286
H: -5.6027 -2.5071 2.1691  0.259
H: -6.1412 -7.6169 1.7478  0.288
H: -7.5222 -6.7869 0.9762  0.284
H: -7.7822 -7.8282 2.3895  0.199
C: 5.2840 2.6351 3.9339  -0.625
O: 4.1320 3.4788 3.9730  -0.334
C: 3.1686 3.1346 3.1194  0.780
O: 3.2062 2.2052 2.3539  -0.547
O: 2.1647 3.9949 3.2572  -0.323
C: 1.0508 3.7396 2.3982  -0.424
H: 5.9754 3.0305 4.6718  0.279
H: 5.0203 1.6116 4.1937  0.294
H: 5.7472 2.6637 2.9491  0.247
H: 0.6195 2.7629 2.6074  0.196
H: 1.3480 3.8084 1.3531  0.214
H: 0.3106 4.5060 2.6092  0.250
C: -4.9740 7.0106 -10.0663  -0.629
O: -4.4674 5.7336 -9.6514  -0.319
C: -5.2817 4.7166 -9.9050  0.713
O: -6.3598 4.7738 -10.4273  -0.524
O: -4.6902 3.5925 -9.4720  -0.267
C: -5.4656 2.4135 -9.6845  -0.521
H: -4.2144 7.7386 -9.8004  0.221
H: -5.1342 7.0260 -11.1418  0.301
H: -5.9003 7.2412 -9.5450  0.300
H: -5.6480 2.2453 -10.7436  0.423
H: -6.4090 2.4656 -9.1437  0.349
H: -4.8723 1.5899 -9.2908  -0.110
C: 7.8882 0.8043 0.7860  -0.644
O: 7.9495 -0.5510 0.3345  -0.215
C: 8.9729 -1.2490 0.8289  0.761
O: 9.8037 -0.8328 1.5922  -0.582
O: 8.9125 -2.4814 0.3329  -0.293
C: 9.9508 -3.3547 0.7965  -0.490
H: 7.0170 1.2478 0.3120  0.181
H: 7.7676 0.8463 1.8669  0.262
H: 8.7784 1.3535 0.4863  0.351
H: 9.8944 -3.4758 1.8767  0.145
H: 10.9282 -2.9727 0.5093  0.312
H: 9.7779 -4.3123 0.3152  0.207
C: -3.3914 2.2119 3.5075  -0.698
O: -3.3185 1.7979 4.8742  -0.344
C: -2.0735 1.7170 5.3538  0.842
O: -1.0727 1.9506 4.7293  -0.521
O: -2.1379 1.3343 6.6226  -0.307
C: -0.8674 1.1959 7.2720  -0.704
H: -4.4473 2.2343 3.2535  0.238
H: -2.9679 3.2072 3.3857  0.293
H: -2.8743 1.5025 2.8633  0.325
H: -0.3391 2.1474 7.2852  0.299
H: -0.2647 0.4391 6.7745  0.311
H: -1.0811 0.8846 8.2896  0.234
C: 9.5802 -2.2787 5.1794  -0.602
O: 9.0795 -3.5231 4.6776  -0.174
C: 8.8336 -4.4357 5.6170  0.720
O: 8.9929 -4.2919 6.7993  -0.544
O: 8.3802 -5.5369 5.0175  -0.310
C: 8.0750 -6.6079 5.9154  -0.641
H: 9.7338 -1.6405 4.3130  0.114
H: 8.8589 -1.8144 5.8489  0.312
H: 10.5284 -2.4249 5.6925  0.328
H: 7.2941 -6.3130 6.6133  0.293
H: 8.9646 -6.9178 6.4598  0.297
H: 7.7215 -7.4292 5.2994  0.215
C: -1.8531 8.5787 5.9885  -0.645
O: -2.4589 7.3603 5.5430  -0.355
C: -2.6249 6.4493 6.4991  0.821
O: -2.3128 6.5842 7.6551  -0.548
O: -3.1923 5.3776 5.9527  -0.295
C: -3.4606 4.3013 6.8585  -0.474
H: -1.7816 9.2188 5.1147  0.227
H: -2.4711 9.0601 6.7434  0.297
H: -0.8576 8.3893 6.3842  0.298
H: -4.1576 4.6167 7.6334  0.383
H: -2.5388 3.9326 7.3028  0.112
H: -3.9171 3.5111 6.2777  0.233
C: -3.6080 2.0118 13.5188  -0.641
O: -3.1947 2.2806 12.1765  -0.311
C: -3.0123 3.5763 11.9114  0.689
O: -3.1662 4.4799 12.6889  -0.542
O: -2.6324 3.6909 10.6415  -0.210
C: -2.3948 5.0398 10.2074  -0.539
H: -3.7171 0.9339 13.5932  0.215
H: -2.8558 2.3514 14.2278  0.297
H: -4.5624 2.4898 13.7300  0.293
H: -1.5951 5.4933 10.7900  0.417
H: -3.3012 5.6356 10.2883  0.309
H: -2.0967 4.9857 9.1738  -0.003


A structure of composition C27H24BrN6NiO6S. Source: the Open Molecules 2025 dataset; level of theory: ωB97M-V/def2-TZVPD.

Output
2S+1: 3
HOMO-LUMO gap (alpha / beta) (hartree): 0.3011 / 0.3003
Energy relative to the best compared isomer or geometry (same formula, charge and spin) (eV): 0.531
Charge: -1

Last column: Löwdin spin population.
CARTESIAN COORDINATES (ANGSTROEM)
Ni: 0.9583 0.1455 0.6553  1.780
C: -3.4088 -2.7742 0.5514  0.000
C: -2.4953 -2.5586 1.6967  0.001
N: -2.4576 -3.2394 2.7916  0.000
N: -1.4227 -2.6854 3.5037  0.002
C: -0.8020 -1.6752 2.8619  0.003
S: 0.4930 -0.7583 3.3150  0.015
N: -1.5244 -1.5786 1.7005  0.001
N: -1.1775 -0.7147 0.6826  0.023
H: -4.0257 -3.6476 0.7452  0.000
H: -2.8116 -2.9402 -0.3445  0.000
H: -4.0481 -1.9037 0.3963  0.000
H: -1.1661 -3.0467 4.4017  0.000
H: -1.0811 -1.2402 -0.1870  0.000
H: -1.8121 0.0696 0.5785  0.000
Br: 2.2267 -0.7847 -2.6733  0.001
C: 3.3381 -0.0010 -1.3547  0.005
C: 4.7079 -0.1063 -1.5084  0.002
C: 5.5101 0.5462 -0.5847  0.000
C: 4.9142 1.2981 0.4108  0.001
C: 3.5336 1.3073 0.4990  0.003
N: 2.7548 0.6464 -0.3624  0.038
C: 2.8086 2.0639 1.6249  0.004
O: 3.4605 2.8945 2.2459  0.003
O: 1.5912 1.7352 1.7773  0.039
H: 5.1201 -0.6829 -2.3229  0.000
H: 6.5880 0.4699 -0.6522  0.000
H: 5.4770 1.8634 1.1390  0.000
C: -5.6264 4.9863 -0.5563  0.000
C: -4.2759 4.3259 -0.6600  0.000
C: -3.6202 3.8547 0.4631  0.000
C: -2.3677 3.2380 0.3927  0.001
C: -1.7646 2.7643 1.6904  0.000
C: -1.7472 3.1066 -0.8530  0.002
C: -2.4016 3.5725 -2.0030  0.000
C: -1.7750 3.4274 -3.3648  0.000
C: -3.6494 4.1688 -1.8911  0.000
C: -0.3329 2.5085 -1.0033  0.005
O: 0.5081 3.1800 -1.5889  0.003
O: -0.2169 1.3152 -0.5621  0.037
H: -6.0502 4.8438 0.4378  0.000
H: -6.3215 4.5754 -1.2908  0.000
H: -5.5506 6.0607 -0.7410  0.000
H: -4.0831 3.9699 1.4394  0.000
H: -1.8345 3.5532 2.4410  0.000
H: -0.7246 2.4816 1.5964  0.000
H: -2.3191 1.9014 2.0739  0.000
H: -0.8167 3.9433 -3.3925  0.000
H: -2.4320 3.8337 -4.1347  0.000
H: -1.5775 2.3771 -3.5890  0.000
H: -4.1439 4.5263 -2.7901  0.000
O: 3.4421 -1.6724 1.3397  0.001
C: 2.6599 -2.3329 0.6889  0.003
N: 1.3880 -1.9466 0.3178  0.023
C: 0.7706 -2.9763 -0.3186  0.001
O: -0.3661 -2.9770 -0.7856  0.000
C: 1.7180 -4.1414 -0.4007  0.001
C: 1.5967 -5.3967 -0.9555  0.000
C: 2.7211 -6.2206 -0.9361  0.000
C: 3.9249 -5.7800 -0.4013  0.000
C: 4.0304 -4.5162 0.1778  0.000
C: 2.9043 -3.7242 0.1789  0.001
H: 0.6653 -5.7286 -1.3962  0.000
H: 2.6634 -7.2138 -1.3644  0.000
H: 4.7909 -6.4294 -0.4380  0.000
H: 4.9651 -4.1607 0.5921  0.000